{
  "formula": "C6H12O2Si",
  "method": "the ωB97M-V functional and the def2-TZVPD basis",
  "species": ["C", "C", "C", "C", "C", "C", "O", "O", "Si", "H", "H", "H", "H", "H", "H", "H", "H", "H", "H", "H", "H"],
  "xyz": [[-2.494, 1.721, 0.255], [-1.555, 1.743, 1.208], [0.475, -1.755, -0.958], [1.338, -0.595, -1.292], [0.385, -2.046, 0.506], [0.664, 0.743, -0.904], [-0.186, -0.935, 1.197], [1.371, 1.067, 1.916], [0.137, 0.661, 0.928], [-3.402, 2.227, 0.163], [-2.382, 0.980, -0.568], [-1.624, 2.524, 1.976], [-0.554, -1.584, -1.236], [0.849, -2.496, -1.612], [2.259, -0.783, -0.767], [1.599, -0.560, -2.324], [-0.111, -2.993, 0.701], [1.281, -2.197, 0.974], [1.039, 1.667, -1.153], [-0.271, 0.781, -1.351], [1.182, 1.830, 2.339]],
  "atomic_forces_ev_per_a": [[1.8, -2.3, -0.6], [1.5, 0.0, -0.5], [-0.9, 0.3, -0.2], [0.1, 2.0, 0.6], [-1.1, 0.3, -0.3], [-0.2, -2.2, 2.7], [-0.8, 0.0, 0.0], [0.7, -3.1, -1.7], [-1.6, -0.3, -1.2], [-1.2, 1.2, 0.4], [0.0, 0.5, 0.5], [0.0, -0.4, 0.0], [-0.5, 0.2, -0.5], [0.2, -1.7, -0.1], [0.7, 0.4, 0.3], [0.1, -0.2, -1.0], [-1.0, 0.2, 0.1], [3.0, -0.4, 0.8], [1.8, 1.9, -0.6], [-2.0, -0.3, -1.3], [-0.4, 3.9, 2.5]],
  "max_force_ev_per_a": 4.7,
  "de_lowest_kcal_mol": 1.5,
  "total_energy_ha": -675.8248,
  "lumo_energy_ev": 0.83,
  "homo_ev": -9.548
}